(1)
Density functional theory data (ωB97M-V/def2-TZVPD) for C47H78F3MnO22 as an isolated structure in a non-equilibrium geometry.

The geometry in XYZ format:
```
151
Properties=species:S:1:pos:R:3
H -5.995 -35.281 -23.907
C -12.173 -32.425 -26.076
F -11.809 -26.000 -28.514
H -14.813 -29.390 -27.682
H -9.730 -28.981 -25.739
C -11.442 -26.546 -32.013
C -7.386 -26.378 -23.184
H -12.456 -31.126 -27.836
H -7.368 -32.480 -26.599
C -5.998 -26.878 -22.842
H -7.663 -35.027 -26.040
C -5.491 -31.453 -29.663
H -7.319 -29.715 -26.299
H -8.885 -32.241 -23.755
H -6.459 -30.925 -23.281
H -14.535 -25.025 -28.732
H -8.085 -20.787 -29.739
C -4.578 -30.256 -29.777
C -15.289 -23.853 -25.808
Mn -9.958 -23.932 -24.729
H -15.012 -22.233 -28.412
C -9.836 -28.261 -31.564
H -12.751 -29.284 -24.561
C -6.559 -33.202 -26.451
H -14.010 -27.345 -29.093
H -17.460 -27.682 -24.537
C -14.358 -24.296 -27.945
H -16.760 -27.151 -25.929
C -13.001 -28.593 -23.751
O -7.868 -24.550 -24.735
H -6.917 -28.028 -26.590
H -13.232 -32.631 -25.914
H -14.261 -29.640 -29.217
H -7.358 -28.569 -24.954
H -15.107 -25.784 -26.472
H -11.217 -22.802 -28.112
C -6.851 -30.856 -29.398
H -13.165 -27.635 -24.248
H -10.181 -31.031 -28.232
H -7.118 -24.007 -30.368
O -5.322 -29.111 -29.939
C -10.039 -26.013 -31.807
H -10.566 -30.349 -23.095
F -9.861 -26.871 -28.768
O -17.565 -28.471 -31.090
C -6.715 -29.469 -29.978
C -4.629 -25.636 -29.223
H -7.828 -25.832 -22.348
C -5.705 -26.169 -28.296
H -9.165 -28.549 -22.373
H -11.902 -30.271 -26.416
C -7.568 -28.690 -26.019
H -4.195 -26.446 -24.037
H -17.240 -29.331 -28.435
F -11.497 -28.102 -28.108
H -12.050 -33.831 -27.790
O -8.793 -21.191 -27.869
C -14.476 -24.897 -26.534
C -9.011 -28.401 -26.330
H -5.337 -26.087 -27.275
H -10.070 -31.424 -21.830
C -8.662 -31.202 -23.527
O -5.209 -24.899 -30.178
H -5.344 -27.566 -24.787
C -5.248 -26.698 -24.135
C -10.967 -26.881 -27.974
H -9.518 -19.887 -29.237
C -7.118 -25.401 -24.286
H -7.025 -29.469 -31.025
C -15.387 -23.158 -27.986
H -9.260 -29.024 -32.087
H -10.954 -28.208 -33.355
H -5.518 -26.390 -21.997
H -11.703 -32.321 -25.097
C -16.661 -27.977 -25.228
H -15.446 -27.149 -28.017
H -7.862 -25.751 -28.403
H -10.021 -23.957 -28.711
H -9.472 -22.561 -30.625
O -15.604 -23.898 -24.649
C -8.994 -29.510 -21.877
H -5.474 -31.878 -30.672
H -7.347 -28.808 -29.381
H -5.909 -27.211 -28.542
H -11.942 -26.029 -32.825
O -16.282 -29.597 -23.042
C -10.226 -22.899 -28.564
H -13.330 -23.951 -28.062
H -11.915 -26.468 -31.033
H -16.343 -23.463 -28.407
H -6.889 -24.382 -27.980
H -6.261 -33.569 -27.435
H -11.973 -28.659 -31.925
O -10.649 -25.244 -26.197
O -3.440 -25.763 -29.139
C -6.906 -25.272 -28.615
C -10.360 -31.505 -27.266
H -7.593 -31.509 -29.857
O -15.865 -27.414 -30.081
C -11.511 -33.531 -26.887
H -7.803 -33.883 -24.790
C -9.688 -30.687 -22.535
H -11.313 -27.096 -25.877
O -9.170 -27.000 -31.674
H -8.642 -30.517 -24.374
O -15.472 -28.087 -24.486
C -16.467 -29.492 -29.195
H -16.955 -28.934 -25.656
O -9.110 -22.760 -26.368
H -6.025 -27.942 -22.597
H -7.369 -31.817 -21.948
C -11.170 -28.032 -32.303
O -7.595 -29.819 -21.949
C -5.813 -34.738 -24.831
O -5.423 -32.620 -25.787
O -9.281 -27.012 -26.208
C -15.088 -29.132 -28.712
C -9.908 -22.034 -29.780
C -16.741 -28.429 -30.229
O -14.132 -29.033 -23.024
H -5.116 -32.121 -28.895
H -16.529 -30.524 -29.527
C -10.580 -26.562 -26.505
C -15.048 -27.611 -28.918
C -7.375 -31.025 -22.704
C -9.064 -20.875 -29.274
H -7.061 -25.680 -30.750
H -9.967 -28.658 -30.556
H -8.099 -27.118 -23.545
O -5.901 -25.568 -24.772
H -11.299 -34.442 -26.327
C -15.366 -28.974 -23.495
H -12.171 -28.516 -23.055
O -3.392 -30.224 -29.683
O -15.647 -22.844 -26.593
O -9.696 -24.858 -31.697
H -3.984 -33.528 -24.476
H -7.006 -30.843 -28.317
H -10.856 -21.644 -30.158
H -5.501 -33.021 -23.753
H -5.208 -35.320 -25.534
H -13.555 -25.097 -25.992
C -7.084 -34.259 -25.522
C -11.849 -31.232 -26.937
C -9.342 -22.292 -27.483
C -5.047 -33.427 -24.673
C -6.625 -24.935 -30.080
H -9.081 -28.692 -27.389
O -10.267 -32.939 -27.305
H -9.689 -31.163 -26.478
H -9.305 -29.405 -20.836
```

Results
**Highest occupied orbital energy (alpha / beta)**: -11.5 / -11.5 eV
**Gap between HOMO and LUMO (alpha / beta)**: 6.5 / 6.5 eV
**2S+1**: 6
**Charge**: +1
**E_tot**: -134515.2725 eV

---

(2)
Density functional theory data (ωB97M-V/def2-TZVPD) for C47H81Cl16Cs3F3N3O5 as an isolated structure in a non-equilibrium geometry.

The geometry in XYZ format:
```
158
Properties=species:S:1:pos:R:3
C 4.744 5.531 3.666
N -0.391 6.696 3.161
H -2.512 2.753 6.277
C 4.030 3.868 1.548
H 1.624 -4.885 -3.098
C -2.515 6.759 1.974
H 1.553 2.065 -3.103
H 1.493 -0.593 -2.221
C 3.607 -4.031 3.832
C 1.035 6.964 2.923
H -1.332 -4.176 -3.235
C -2.356 1.676 -2.654
H 3.218 -4.805 -3.986
C -0.103 -2.451 -6.804
H -2.505 -5.745 -5.610
H -6.385 -8.144 -0.160
Cl -3.635 -2.011 1.800
H -3.090 0.917 -2.429
H 1.660 -3.156 -4.858
H 3.999 -3.357 0.331
C -5.447 -1.133 -3.864
H -0.480 -5.473 -6.993
C -0.777 6.545 4.560
H 3.613 4.186 4.826
H -1.707 -7.333 -6.015
C -1.182 0.682 0.518
C -0.319 -5.641 -5.930
H -2.918 6.512 2.938
H -2.580 -5.136 -2.417
C -0.678 -3.263 -5.593
F 3.645 3.006 0.528
C 1.442 -4.212 -5.082
C -5.835 -5.251 -1.810
C 2.117 -5.025 2.188
H 2.055 -6.122 -4.259
C 5.266 5.702 2.391
H -0.767 -1.632 -6.883
H -3.195 7.459 1.432
Cl -4.444 0.149 -4.514
H 0.433 -2.010 -2.429
Cl -3.114 2.927 -3.553
H -0.200 -3.032 -7.721
H 6.122 -2.645 -1.818
Cl 0.297 3.818 -1.141
H 0.793 -1.423 -0.830
H 0.724 5.059 4.618
H 6.240 -3.940 -0.802
C -3.534 2.715 6.601
C 4.195 -0.710 -1.687
Cl -2.827 -2.723 -2.274
H 5.479 -4.982 3.978
H -1.567 8.418 2.743
H 2.931 -2.554 -2.714
H 6.261 -0.592 -0.906
H 1.741 2.547 -4.788
C -6.008 -6.589 -1.588
H -1.254 -0.407 -1.041
Cl -3.998 1.013 6.493
Cl -5.979 4.556 1.776
H -0.527 4.869 -3.036
C -6.193 -6.205 0.760
H -0.772 -2.526 -4.744
H 5.336 5.070 0.250
H -5.688 -4.765 -2.808
C -5.151 3.046 1.255
H -5.775 2.216 1.612
H -1.466 -6.560 -4.378
C 2.137 -5.085 -4.062
Cl -4.444 3.571 5.372
Cl -1.125 0.864 -3.653
O -0.205 1.220 -0.044
H 5.558 0.905 -1.599
C -1.588 -6.375 -5.463
C 2.408 -4.089 3.145
H -1.601 5.124 -1.708
C 4.505 -5.011 3.493
C 1.254 1.286 5.167
Cl -0.830 -4.380 -0.939
H -1.730 6.007 4.690
N 0.040 -4.458 -5.215
H 0.987 3.329 5.180
Cl 0.199 6.711 -1.887
Cl 3.746 2.754 -3.504
H 0.943 -2.238 -6.646
C 4.967 4.883 1.255
H 4.532 -1.192 -2.588
H 3.768 -3.213 4.540
H -6.298 -1.332 -4.489
H -3.773 0.306 1.390
C 4.017 4.398 3.876
H 2.907 2.773 3.066
H 1.174 6.362 5.736
H 1.478 5.607 1.368
Cl 2.422 0.310 -4.637
H 1.191 -4.923 1.646
C 3.559 3.606 2.844
H -5.682 -3.340 -0.799
H -2.347 5.915 1.313
H 1.030 7.144 0.712
Cs -0.467 3.374 2.580
C 2.232 1.991 -4.024
H 2.607 6.952 1.506
C -6.133 -7.082 -0.296
C -5.825 -4.402 -0.721
H 0.727 2.468 6.688
H -1.051 7.571 4.952
H -0.737 7.735 1.438
H 5.952 6.561 2.235
H 5.085 -2.018 0.542
C 0.319 5.814 5.303
C 1.559 6.651 1.562
H 4.999 0.346 -0.023
C 2.508 -2.379 -1.669
C -6.030 -4.872 0.554
Cl -6.128 -0.643 -2.301
H 4.952 -3.904 -1.944
H 4.970 6.358 4.371
H -4.462 -0.673 0.026
C 4.301 -5.986 2.527
O -1.869 0.904 1.550
C 4.500 -2.602 -0.213
H 1.378 8.007 3.120
O -1.822 -0.324 -0.275
H 0.903 0.467 5.747
C 1.248 -1.577 -1.776
H -4.829 -2.028 -3.767
H -0.033 5.150 6.082
H 1.632 6.439 3.663
H 5.038 -6.843 2.552
H -3.701 3.043 7.586
H 0.500 -6.363 -5.836
Cl -5.202 2.853 -0.527
H 3.479 0.047 -1.890
H -1.920 1.998 -1.755
O -0.942 2.501 5.282
Cl -6.080 -0.370 1.606
H -6.044 -7.260 -2.411
Cs 2.348 -0.143 1.460
Cs -1.149 -0.402 4.250
C 3.032 -6.015 1.943
C 5.329 0.011 -1.022
H 1.879 -4.456 -6.058
F -6.291 -6.636 2.019
C 5.482 -3.310 -1.248
C -1.245 7.439 2.352
H 2.755 -6.786 1.256
H -5.997 -4.129 1.377
N 3.531 -1.715 -0.875
H 2.281 -3.353 -1.201
O 1.314 0.978 3.804
H 2.234 1.476 5.614
C -1.907 -4.288 -2.311
C -4.335 -0.539 1.094
H -1.691 -3.530 -5.927
H -4.155 3.012 1.704
C -0.552 5.151 -1.999
F 1.473 -3.115 3.313
C 0.403 2.524 5.640
```

Results
**Highest occupied orbital energy**: -6.6 eV
**Gap between HOMO and LUMO**: 6.5 eV
**E_tot**: -274916.1497 eV

---

(3)
Density functional theory data (ωB97M-V/def2-TZVPD) for a 6-piece molecular cluster, C47H92F13N4O17 overall in a non-equilibrium geometry.

The geometry in XYZ format:
```
173
Properties=species:S:1:pos:R:3
H -2.707 2.774 1.962
N -2.753 3.909 -0.117
H -2.562 -0.679 -3.440
H -0.639 5.780 -0.247
C -3.100 -5.572 9.769
F 5.298 3.197 -5.403
O -3.534 0.263 -1.222
H -7.045 -0.825 0.908
H -2.923 -1.647 -1.111
H -2.496 -5.538 8.859
O -7.510 -6.843 2.630
H 5.079 2.811 -10.689
H -5.596 -6.415 1.934
H 0.524 3.419 0.221
H -1.516 -7.633 12.897
H 0.996 1.202 3.563
C -5.803 0.966 -0.586
C -5.502 -6.862 4.038
H 4.050 7.965 -11.096
O -6.585 -0.136 -0.992
N -0.809 2.760 2.783
H -6.416 1.879 -0.609
C 2.199 4.089 -3.453
C -0.475 3.025 0.036
H -6.908 -4.253 10.826
H -1.849 6.083 0.981
C 1.636 0.149 1.832
H -5.824 -5.630 6.341
H -4.531 -7.377 4.074
O -4.567 -0.912 -3.886
F 3.493 1.310 -3.307
H -0.859 4.555 -2.647
H 3.427 4.276 -7.806
O -4.405 -5.913 9.329
F 5.123 2.444 -1.337
H 4.993 2.663 -8.920
C -4.619 1.138 -1.509
O 1.325 6.152 -11.601
H -3.040 -8.456 12.474
H -4.211 2.138 -1.352
H 2.475 -0.152 2.454
C -0.989 5.451 0.734
C 3.632 4.750 1.588
F 3.374 4.867 -5.336
F 2.626 2.819 -5.464
F 5.607 0.432 -1.921
O -5.013 -3.582 11.278
H 10.472 -2.563 -0.576
H 1.063 -0.747 1.580
H -5.392 -3.783 -0.594
C -7.536 -0.508 -0.020
C 3.176 3.734 -4.641
C -5.226 -2.192 11.235
C -2.477 -6.594 10.692
H 8.404 -3.259 1.128
H -3.541 -0.060 -5.476
H 4.719 5.396 -8.313
H 4.223 5.483 1.035
C -7.883 -4.880 1.209
H -5.963 -8.089 2.380
O 7.990 -2.871 -1.222
H -5.213 -6.151 11.232
H -7.106 -3.342 -0.755
H -4.858 -4.224 5.847
H 3.860 6.205 -11.145
H -4.663 -1.476 -1.386
H 9.995 -4.432 2.782
C 6.706 -2.777 -1.785
N -0.564 1.705 0.764
C 0.084 5.779 1.759
H -0.182 0.916 0.260
F 5.272 0.956 -4.508
C -1.510 4.000 0.663
H -2.782 4.607 -0.854
H -2.707 -7.601 10.321
C -0.152 1.827 2.040
H 6.273 -3.776 -1.797
H -3.083 -4.582 10.230
H 0.593 4.552 -1.664
C -7.955 -5.498 2.586
O 2.355 6.227 3.017
O -2.962 -6.435 12.010
H -8.568 -4.020 1.165
H -5.903 -3.802 9.424
H -8.100 -1.344 -0.423
H 5.967 3.958 -9.663
H -5.027 -1.791 10.233
C 5.047 3.370 -9.757
C -5.889 -4.280 10.413
H -4.931 1.052 -2.552
H -3.549 4.109 0.482
H 3.385 3.937 0.905
H -6.306 -6.274 9.846
O 3.912 4.202 -9.799
C 8.643 -1.615 -1.193
H -6.164 -7.320 4.784
C 0.017 6.372 -12.074
H -3.929 -1.791 -5.657
C -3.429 -1.282 -3.135
C 10.315 -3.749 1.983
C 2.401 5.427 2.113
H -4.093 -5.823 5.980
H -1.385 -6.463 10.687
C -0.584 2.753 -1.455
H 2.012 0.600 0.911
C 2.737 6.047 -8.789
H -7.422 -4.880 3.313
H 6.746 -2.396 -2.813
H -6.578 -5.012 -1.082
O 9.631 -1.579 1.053
H 11.781 -5.912 1.812
H 7.966 -0.851 -0.786
H 4.214 4.366 2.424
C 4.721 1.786 -3.610
C -5.008 -5.291 5.695
C -6.107 -7.045 2.666
H -3.196 -2.341 -3.319
C -2.605 -7.519 12.838
C 9.200 -2.770 1.695
H -1.611 2.509 -1.726
H -0.167 3.355 3.297
F 2.758 3.704 -2.271
F 5.180 4.151 -3.447
C 4.612 3.228 -4.251
C 9.888 -1.672 -0.339
H -0.230 5.554 2.784
C -3.682 -1.083 -1.659
H -4.540 -1.733 11.943
C -4.290 -0.833 -5.267
F 0.829 2.149 -3.642
H 8.791 -2.442 2.653
H 11.988 -5.780 0.052
C -1.884 3.481 2.071
H -6.254 -1.935 11.518
C -6.413 -4.133 -0.449
C 11.833 -5.215 0.968
H -5.218 -0.573 -5.772
O 3.245 7.206 -9.426
C 3.760 4.949 -8.606
O 10.629 -4.495 0.823
H -0.497 5.413 -12.076
N 0.821 1.106 2.574
O -5.316 -5.489 4.333
H 0.298 6.849 1.752
C -5.460 -5.721 10.260
H 2.433 6.382 -7.794
H -9.007 -5.537 2.874
C 2.090 7.343 -11.590
H 0.024 6.772 -13.095
H 2.319 7.639 -12.623
H 10.490 -0.793 -0.577
H 8.921 -1.324 -2.216
H -2.992 -7.312 13.833
F 0.204 3.993 -4.664
C 0.764 3.501 -3.519
C -0.044 3.925 -2.288
H 1.521 8.152 -11.114
H 1.855 5.661 -9.306
C 5.601 1.695 -2.331
H 12.683 -4.539 1.119
H -5.440 0.814 0.440
H 6.064 -2.118 -1.187
F 6.837 2.076 -2.603
O 1.277 5.044 1.438
F 2.053 5.431 -3.395
H -8.230 0.312 0.198
O -6.566 -4.446 0.916
H -0.528 7.068 -11.426
H 0.006 1.857 -1.661
H -8.209 -5.620 0.468
C 3.384 7.139 -10.838
H 11.197 -3.196 2.330
H -2.195 4.311 2.704
```

Results
**Highest occupied orbital energy**: -10.5 eV
**Gap between HOMO and LUMO**: 7.9 eV
**Charge**: +1
**E_tot**: -126313.8939 eV

---

> Among the records above, which one has the lowest E_tot?

C47H81Cl16Cs3F3N3O5

---

> Which formula does entry 3 have?

C47H92F13N4O17

---

> The lowest E_tot belongs to which entry?

C47H81Cl16Cs3F3N3O5